{
  "formula": "C39H100O33S9",
  "method": "ωB97M-V with the def2-TZVPD basis set",
  "elements": ["S", "S", "S", "S", "S", "S", "S", "S", "S", "O", "O", "O", "O", "O", "O", "O", "O", "O", "O", "O", "O", "O", "O", "O", "O", "O", "O", "O", "O", "O", "O", "O", "O", "O", "O", "O", "O", "O", "O", "O", "O", "O", "C", "C", "C", "C", "C", "C", "C", "C", "C", "C", "C", "C", "C", "C", "C", "C", "C", "C", "C", "C", "C", "C", "C", "C", "C", "C", "C", "C", "C", "C", "C", "C", "C", "C", "C", "C", "C", "C", "C", "H", "H", "H", "H", "H", "H", "H", "H", "H", "H", "H", "H", "H", "H", "H", "H", "H", "H", "H", "H", "H", "H", "H", "H", "H", "H", "H", "H", "H", "H", "H", "H", "H", "H", "H", "H", "H", "H", "H", "H", "H", "H", "H", "H", "H", "H", "H", "H", "H", "H", "H", "H", "H", "H", "H", "H", "H", "H", "H", "H", "H", "H", "H", "H", "H", "H", "H", "H", "H", "H", "H", "H", "H", "H", "H", "H", "H", "H", "H", "H", "H", "H", "H", "H", "H", "H", "H", "H", "H", "H", "H", "H", "H", "H", "H", "H", "H", "H", "H", "H"],
  "xyz": [[1.836386, -2.167741, 5.480657], [-2.809962, 3.756564, -5.375045], [3.784394, 2.662805, -0.186545], [2.409090, -5.126111, -1.190357], [-0.859982, -3.224160, -4.085856], [-5.566052, -0.994870, 0.174516], [-0.066192, 0.009513, 0.452399], [7.274279, -2.272745, -2.901567], [-2.717796, -4.727587, 1.951414], [1.275179, -0.941036, 5.971580], [-1.799755, -1.035029, 5.741283], [1.788081, 6.412005, -2.820342], [-0.642454, 0.606853, -0.942711], [-1.887290, 1.604101, 8.197700], [3.678902, -6.022033, -0.703939], [7.896507, -1.628987, -1.781776], [2.441069, -3.876101, -0.476259], [-1.139697, 0.053526, 1.412390], [-3.603859, -4.424290, 3.251759], [-2.999656, 4.181515, -4.021547], [-2.902396, 2.130726, -5.377131], [5.044057, 3.702610, -0.210303], [-0.965990, -4.427895, -3.013837], [1.241096, 0.524790, 0.766597], [-5.914503, -0.019759, 1.159233], [5.933086, -1.482498, -3.253209], [1.108967, -3.383207, 5.603559], [-1.706708, 3.014039, 10.819797], [-1.023223, -1.966973, -3.408486], [2.120155, -2.018504, 3.893067], [0.318011, -3.542656, -4.828185], [-5.973359, -0.364410, -1.224254], [6.919475, -3.662448, -2.936989], [1.293544, -6.008795, -1.274742], [4.408500, 1.418144, 0.124351], [-6.047483, -2.339549, 0.307622], [3.083333, 2.892289, -1.413089], [-2.996971, -6.044671, 1.456707], [-2.716695, 4.847103, 0.322743], [-2.743062, -3.565232, 1.105082], [-1.624298, 4.099857, -6.095545], [-0.878888, 6.214452, -1.645356], [2.886557, 3.219080, 1.263879], [-1.634909, -1.043150, 4.342897], [-2.349141, -3.469897, -5.008259], [-2.083781, 3.505773, 9.580162], [3.605515, -0.946502, 2.302677], [-0.555376, 1.580509, -3.093543], [5.627723, 5.699811, -1.380345], [-6.142262, -1.167647, -2.430522], [5.246645, -0.772882, -2.204664], [2.529749, -0.734113, 3.391757], [-5.650953, -4.483756, 4.515293], [-2.997422, 0.037691, -6.538068], [3.523761, -2.317000, 6.045278], [-0.609324, 6.669389, -2.957931], [3.756170, -0.801046, -2.464377], [2.977252, -4.814986, -2.840913], [-1.970369, -4.401453, -1.985361], [0.604930, 5.943060, -3.481558], [-2.834788, 2.493106, 8.756087], [-2.050207, 6.779096, -1.107771], [-1.333356, 0.081880, 6.477560], [-5.150044, -0.636821, -3.483883], [0.226435, 1.364830, -1.830541], [-2.682818, 1.522419, -6.659713], [-4.281023, 4.179501, -6.301653], [-2.461615, 0.664672, 7.294585], [2.903411, 6.350127, -3.702091], [6.090467, -5.805697, -0.550452], [-5.005073, -4.705138, 3.151700], [-3.795402, -0.947093, -0.028182], [-1.646730, 3.974729, 0.086162], [-2.918913, -5.555123, -2.302395], [-0.409645, 2.482877, 10.882916], [0.041486, -1.672749, -0.191356], [8.194396, -1.933842, -4.400776], [-1.106900, -4.690472, 2.720819], [-2.416671, 6.196467, 0.246624], [4.743460, -5.332682, -0.061941], [4.717393, 5.087565, -0.324647], [9.248056, -2.013029, -4.131668], [-1.070964, 0.703185, -3.479843], [-1.506474, 6.362366, 0.854211], [2.759139, 2.273181, 1.787810], [-2.823324, 4.293437, 9.774418], [-2.461790, -6.517310, -2.068456], [-0.204618, 1.857326, 10.000068], [-2.802465, -0.446574, -7.492710], [3.056381, -0.132084, 4.148996], [3.242360, 5.317907, -3.697201], [-0.593746, -0.940094, 4.023991], [6.910343, -5.350586, -0.004413], [4.031700, -4.543525, -2.815659], [-4.068469, -0.120142, -6.384809], [0.145630, 1.853917, -3.890080], [3.630077, 7.022118, -3.230647], [-2.191439, -0.209421, 3.891062], [-3.415252, -1.811131, -0.585015], [-6.099434, -2.235893, -2.237757], [-2.897263, 6.608268, -1.794798], [-3.983941, 4.374833, -7.334239], [2.735701, 6.876299, -4.644708], [4.241736, -0.062926, 2.356931], [-5.018943, -1.519384, -4.136969], [-3.229705, -1.056889, 0.894866], [3.919038, -3.187369, 5.516785], [-0.167143, 1.815003, 11.706048], [0.706511, 6.148635, -4.551989], [-2.292174, -2.838883, -5.891460], [4.622436, -5.428868, 1.024010], [-0.981444, -1.875500, -0.473877], [-3.725190, -5.569331, -1.554322], [-3.386705, 3.002069, 7.955571], [-1.239885, 2.421027, -2.987442], [3.612092, -2.490951, 7.110441], [5.375706, 6.758468, -1.474535], [1.153701, 0.795343, -1.928909], [5.423754, 5.196037, -2.320608], [-3.567213, 1.935339, 9.347053], [0.310738, 3.309715, 10.833314], [-3.445426, -0.069330, -0.562585], [4.716209, -4.241242, -0.153130], [5.381605, -1.355730, -1.283266], [7.886385, -2.648484, -5.149881], [-1.068279, -5.483437, 3.472516], [8.069070, -0.879732, -4.633896], [-3.403795, -5.455347, -3.266674], [-4.165153, -0.336329, -3.143229], [-6.704049, -4.722326, 4.383463], [-5.493537, -4.077073, 2.395851], [1.982523, 3.715991, 0.939962], [-2.478994, -0.315921, -5.647345], [3.129138, -1.062441, 1.333692], [6.657687, 5.644382, -1.036698], [6.110658, -5.641954, -1.628224], [-0.335389, -4.990133, 2.014225], [-1.683187, 1.667693, -7.068971], [6.221064, -6.889000, -0.445319], [-0.934910, -3.745096, 3.223540], [-1.467724, -4.454677, -1.029910], [-3.348400, 0.988995, 6.735558], [-2.656596, -3.550351, -2.025980], [-3.211959, -3.249976, -4.391093], [-0.889709, 4.239538, 0.839732], [0.645325, 4.854675, -3.385357], [-5.245855, -5.725221, 2.831043], [3.522814, -0.603704, -3.516430], [-0.829015, 0.797283, 5.817151], [2.466119, -3.873285, -3.060873], [0.500259, -2.237000, 0.618687], [-7.127054, -0.930462, -2.838632], [0.465767, 2.305918, -1.333702], [-5.533990, -3.448268, 4.832924], [-4.895072, 3.286982, -6.279876], [4.083279, -1.467693, 5.663113], [-2.149081, -1.946569, 4.021188], [-2.309177, -4.523683, -5.283304], [-1.345522, 6.625324, -3.766503], [1.670039, -0.110842, 3.144876], [-2.855660, -0.149317, 7.931811], [0.762646, -1.579200, -0.999162], [-0.262591, 7.701538, -2.785139], [-1.893856, 2.910706, 0.098196], [-5.544392, 0.153344, -4.117709], [4.763161, 5.682912, 0.593850], [5.587325, 0.232465, -1.965152], [3.608451, 3.788102, 1.840928], [3.668585, 5.162196, -0.635275], [-0.568134, -0.308935, 7.154708], [-1.302341, 4.046781, 9.041590], [-1.186310, 4.015209, -0.910960], [3.325732, -1.804876, -2.333423], [-1.967820, 7.876770, -1.055365], [-4.657022, 5.140128, -5.968205], [-3.183674, 6.817997, 0.698718], [2.783657, -5.695154, -3.435878], [-5.136637, -5.112118, 5.241146], [4.248459, -1.786377, 2.554651], [-3.382525, 1.982067, -7.369636], [3.152871, -0.204368, -1.782716]],
  "atomic_forces_ev_per_a": [[0.05, 0.88, -0.82], [-0.21, -0.66, 0.38], [1.56, 1.32, 0.17], [2.21, -0.51, -1.06], [-0.51, -0.69, 1.60], [1.15, 0.56, 0.39], [-1.13, -1.38, -1.38], [-0.48, 0.50, -1.05], [1.41, 0.58, 1.08], [0.55, -0.35, -0.12], [-0.20, -0.30, 0.32], [-0.41, 0.50, -0.75], [0.01, 0.46, 1.37], [-0.35, 0.25, -0.84], [-1.16, 0.34, 0.05], [-0.03, -0.55, -0.08], [-0.73, -0.48, 0.14], [0.81, 0.45, -0.42], [0.44, -0.46, -0.65], [0.14, -0.35, -0.40], [0.21, 0.97, 0.18], [-0.38, -0.61, 0.80], [0.60, 1.30, -0.90], [-0.40, 0.34, -0.22], [-0.13, -0.19, -0.34], [0.16, 0.51, -0.31], [0.27, -0.28, 0.14], [0.09, -0.52, 1.40], [0.39, 0.02, -0.14], [-0.41, -0.10, 0.88], [-0.39, 0.29, -0.13], [-0.82, -0.50, -0.18], [0.40, 0.10, 0.58], [-0.18, 0.31, 0.72], [-0.20, -0.22, -0.31], [0.08, 0.10, -0.40], [-0.47, -0.40, 0.20], [-0.26, 0.44, -0.19], [-1.53, -0.70, -0.78], [-0.53, -0.42, -0.45], [-0.02, 0.30, -0.08], [-0.75, -0.56, -0.34], [0.77, -0.99, -0.55], [-0.81, 0.89, 0.25], [0.74, -0.61, -0.45], [-1.55, 0.87, -0.02], [-0.98, 0.48, 0.57], [0.51, 0.45, -0.77], [-0.66, 0.18, 0.64], [0.35, 1.67, -0.30], [-0.98, -0.82, 1.89], [1.53, 0.56, 0.30], [0.80, 0.24, -0.63], [-0.69, 0.80, 0.25], [-0.04, -0.78, -0.83], [1.84, 0.33, 0.61], [-0.73, -1.05, -0.94], [-0.11, 1.12, 0.82], [-1.56, -0.69, -0.78], [1.07, -0.05, 0.03], [0.68, -0.21, -0.68], [-1.26, -0.09, -0.79], [0.37, -0.45, -0.44], [-0.15, -1.65, -0.55], [-0.01, -0.35, 0.63], [-0.73, -0.43, -0.85], [1.10, 0.12, -0.91], [-0.05, -1.03, 1.25], [0.10, 1.14, 1.70], [-0.54, -1.23, -0.52], [-1.63, 0.03, -0.03], [0.92, -0.94, -0.21], [1.22, -0.21, -0.31], [-0.18, -0.48, 2.10], [1.11, -0.13, -1.68], [0.99, 1.60, 1.15], [0.32, 0.45, 1.09], [-0.32, -1.13, 0.71], [2.30, 0.77, 0.33], [0.96, 0.89, 1.55], [-0.71, 0.82, -0.97], [-0.03, -0.48, -0.05], [-0.06, -0.16, 0.43], [-0.07, 0.09, 0.21], [-0.67, 0.16, 0.04], [0.00, 0.01, 0.24], [0.24, -0.09, -0.87], [-0.13, 0.16, 0.02], [0.62, -0.26, 0.22], [-0.35, -0.50, 0.42], [0.37, -0.05, -0.80], [0.01, -0.39, 0.02], [0.00, 0.41, -0.22], [0.12, -0.27, 0.14], [0.02, 0.16, 0.24], [0.03, 0.14, 0.09], [0.34, -0.55, 0.10], [0.14, 0.02, -0.05], [-0.64, -0.05, -0.22], [0.33, 0.04, 0.26], [0.13, -0.15, -0.04], [0.13, -0.30, 0.00], [-0.36, -0.76, -0.40], [-0.06, 0.05, -0.61], [0.25, 0.45, -0.17], [-0.57, 0.33, 0.37], [-0.10, -0.08, 0.13], [-0.74, 0.42, 0.57], [-0.18, 0.13, -0.06], [-0.13, 0.05, 0.01], [0.03, -0.52, -0.10], [0.06, -0.59, -0.10], [-0.01, 0.43, -0.11], [0.03, 0.09, -0.06], [-0.20, -0.16, 0.06], [-0.21, 0.32, 0.13], [0.00, -0.03, -0.10], [-0.07, 0.10, -0.36], [0.45, 0.01, -0.13], [0.02, 0.11, 0.30], [0.14, -0.11, 0.29], [-0.44, 0.36, 0.19], [-0.41, -0.14, -0.67], [0.22, 0.29, -0.04], [-0.02, 0.14, -0.24], [-0.27, 0.13, 0.07], [-0.39, -0.11, -0.31], [0.32, -0.23, -0.25], [0.03, -0.08, 0.43], [-0.04, -0.08, 0.40], [0.41, 0.27, 0.11], [-0.13, 0.13, 0.33], [0.25, -0.56, -0.36], [0.39, -0.04, -0.18], [0.14, -0.24, -0.33], [0.53, 0.37, 0.11], [-0.18, 0.49, -0.42], [0.15, 0.25, 0.53], [-0.22, 0.06, 0.25], [0.04, 0.18, -0.27], [-0.04, -0.08, 0.11], [0.45, 0.64, -0.23], [0.85, 0.66, -0.01], [0.02, 0.11, 0.08], [0.28, -0.52, -0.15], [-0.81, -0.13, 0.12], [0.78, -0.09, 0.08], [0.02, 0.59, 0.19], [-0.26, 0.17, 0.10], [-0.33, -0.50, -0.84], [-0.40, -0.51, -0.11], [-0.16, -0.20, 0.46], [0.09, 0.01, -0.16], [-0.12, 0.03, -0.02], [-0.63, 0.41, 0.31], [-0.11, 0.26, 0.38], [0.43, -0.18, -0.29], [-0.28, 0.08, -0.20], [-0.80, -0.22, 0.76], [-0.06, -0.43, -0.48], [0.01, -0.07, -0.32], [-0.24, -0.34, -0.29], [-0.29, 0.15, -0.75], [-0.75, 0.24, 0.92], [-0.20, 0.15, 0.27], [0.41, -0.70, 0.38], [0.48, 0.00, -0.70], [-0.26, 0.44, -0.03], [0.12, 0.13, -0.24], [-0.13, 0.37, 0.09], [0.39, -0.52, -0.17], [-0.16, 0.83, 0.11], [0.50, -0.07, 0.13], [0.18, -0.05, 0.35], [-0.43, -0.34, 0.60], [-0.45, -0.32, -0.06], [-0.22, 0.18, -0.34], [-0.36, -0.15, 0.13], [-0.19, -0.23, 0.01], [0.14, -0.06, -0.05], [0.46, 0.52, -0.07]],
  "mulliken_charge": [1.133, 1.399, 1.319, 1.188, 1.018, 1.286, -0.457, 1.213, 1.143, -0.565, -0.443, -0.293, 0.656, -0.161, -0.378, -0.624, -0.308, -0.413, -0.160, -0.532, -0.163, -0.397, -0.383, 0.088, -0.670, -0.277, -0.638, -0.357, -0.233, -0.066, -0.660, -0.382, -0.572, -0.677, -0.705, -0.639, -0.416, -0.749, -0.400, -0.232, -0.713, 0.005, -0.585, -0.222, -0.933, -0.611, -0.767, -0.990, -1.344, -0.602, -0.317, -0.439, -1.301, -0.814, -1.018, -0.690, 0.083, -0.370, 0.619, -0.306, -0.526, -0.597, -0.179, -0.510, 1.455, -0.485, -1.213, -0.757, -0.655, -1.113, -0.095, 0.094, -0.225, -1.496, -0.538, 0.373, -1.060, -0.755, -0.655, 0.164, 0.105, 0.383, -0.091, 0.329, -0.147, 0.369, 0.386, 0.144, 0.501, 0.480, 0.203, -0.042, 0.373, 0.040, 0.251, 0.636, 0.145, 0.478, -0.617, 0.371, 0.259, 0.389, 0.402, 0.318, 0.164, 0.069, 0.346, 0.276, 0.535, 0.384, 0.324, -0.509, 0.354, 0.399, 0.001, 0.381, 0.365, -0.989, 0.249, 0.329, 0.278, 0.394, -0.022, 0.334, 0.339, 0.421, 0.352, 0.331, 0.101, 0.399, 0.174, 0.210, -0.103, -0.057, 0.374, 0.162, 0.316, 0.270, 0.344, 0.014, 0.281, 0.369, -0.215, 0.056, 0.242, 0.081, 0.346, 0.529, 0.250, -0.042, 0.519, 0.347, 0.011, 0.302, 0.328, 0.309, 0.060, 0.448, 0.346, 0.090, 0.257, -0.035, 0.294, 0.055, 0.385, 0.266, 0.259, 0.533, 0.155, 0.255, 0.332, 0.124, -0.321, 0.432, 0.410, 0.373, 0.393, 0.327, 0.421, 0.503, -0.452],
  "smiles": "CCOS(C)(=O)=O.CCOS(C)(=O)=O.CCOS(C)(=O)=O.CCOS(C)(=O)=O.CCOS(C)(=O)=O.CCOS(C)(=O)=O.CCOS(C)(=O)=O.CCOS(C)(=O)=O.CCOS(C)(=O)=O.COCCOCCOC.COCCOCCOC",
  "lumo_ha": 0.001,
  "orbital_gap_ev": 8.81,
  "de_lowest_ev": 0.317,
  "energy_ha": -7612.25139,
  "charge": 0
}